1.
The following is a DFT calculation (wB97M-V/def2-TZVPD) of a cluster of 2 separate species, CH4FN2 in total.

The HOMO-LUMO gap (alpha / beta) is 11.361 / 7.713 eV. For the LUMO energy (alpha / beta), the calculation gives -6.906 / -7.830 eV. The value obtained for the total energy is -249.443281 a.u. The energy relative to the best compared isomer or geometry (same formula, charge and spin) is 475.8 kJ/mol.

The geometry in ORCA input format:
```
! wB97M-V def2-TZVPD RIJCOSX def2/J DEFGRID3
* xyz 1 1
C 0.127 0.143 -0.181
N -0.484 1.112 0.330
N 0.334 -1.038 -0.549
F 2.162 1.440 -0.750
H -1.266 1.022 0.991
H -0.150 2.067 0.154
H -0.406 -1.741 -0.670
H 1.279 -1.332 -0.821
*
```


2.
The following is a DFT calculation (wB97M-V/def2-TZVPD) of a structure of composition C5H6O2.

The HOMO-LUMO gap is 9.330 eV. For the LUMO energy, the calculation gives 0.625 eV. The value obtained for the total energy is -344.425763 a.u. The energy relative to the best compared isomer or geometry (same formula, charge and spin) is 462.5 kJ/mol.

The geometry in ORCA input format:
```
! wB97M-V def2-TZVPD RIJCOSX def2/J DEFGRID3
* xyz 0 1
O 1.982 0.529 -1.286
C 1.863 0.129 0.057
C 0.484 -0.281 0.413
C -0.462 -0.660 1.140
C -1.844 -0.751 1.129
C -1.101 0.239 -0.316
O -1.312 1.434 -0.349
H 1.437 1.319 -1.406
H 2.181 0.920 0.752
H 2.540 -0.720 0.194
H -2.421 -0.022 1.691
H -2.306 -1.720 0.952
H -1.208 -0.515 -1.099
*
```


3.
The following is a DFT calculation (wB97M-V/def2-TZVPD) of a cluster of 2 separate species, C6H11N3OS in total.

The HOMO-LUMO gap is 9.325 eV. For the LUMO energy, the calculation gives 0.328 eV. The value obtained for the total energy is -872.833526 a.u. The energy relative to the best compared isomer or geometry (same formula, charge and spin) is 239.3 kJ/mol.

The geometry in ORCA input format:
```
! wB97M-V def2-TZVPD RIJCOSX def2/J DEFGRID3
* xyz 0 1
C 2.748 0.932 -1.361
C 2.310 -1.084 -1.063
C -1.044 0.458 2.248
C -0.843 1.143 0.901
C -1.140 0.240 -0.309
C -0.097 -0.833 -0.546
N 3.303 -0.297 -1.378
N 1.475 0.938 -1.050
N 1.188 -0.358 -0.856
O -2.390 -0.406 -0.189
S -0.597 -2.095 -1.721
H 3.290 1.827 -1.582
H 2.361 -2.149 -0.966
H -0.964 1.189 3.048
H -0.289 -0.307 2.413
H -2.023 -0.012 2.299
H -1.514 2.006 0.835
H 0.177 1.515 0.808
H -1.134 0.875 -1.214
H 0.062 -1.623 0.881
H -3.057 0.256 0.022
H -1.820 -2.215 -1.220
*
```


4.
The following is a DFT calculation (wB97M-V/def2-TZVPD) of an isolated molecule of C2H3N3O7.

The HOMO-LUMO gap is 11.042 eV. For the LUMO energy, the calculation gives -0.699 eV. The value obtained for the total energy is -768.588797 a.u.

The geometry in ORCA input format:
```
! wB97M-V def2-TZVPD RIJCOSX def2/J DEFGRID3
* xyz 0 1
C -1.276 0.457 0.351
C 0.300 -0.030 -0.237
N 1.255 -0.259 0.940
N 0.912 1.104 -1.019
N 0.198 -1.335 -1.057
O 2.129 -1.054 0.732
O 1.011 0.358 1.916
O 1.303 1.937 -0.266
O 0.838 1.142 -2.193
O 0.867 -1.384 -2.058
O -0.471 -2.173 -0.550
O -1.864 -0.590 1.025
H -0.837 1.287 1.099
H -1.909 0.847 -0.396
H -2.456 -0.307 1.713
*
```


5.
The following is a DFT calculation (wB97M-V/def2-TZVPD) of a structure of composition C6H16B4F16NO2Ti.

The HOMO-LUMO gap (alpha / beta) is 3.731 / 4.979 eV. For the LUMO energy (alpha / beta), the calculation gives 1.818 / -4.045 eV. The value obtained for the total energy is -2990.897480 a.u. The energy relative to the best compared isomer or geometry (same formula, charge and spin) is 8.6 kJ/mol.

The geometry in ORCA input format:
```
! wB97M-V def2-TZVPD RIJCOSX def2/J DEFGRID3
* xyz -1 5
Ti 0.916 2.093 0.187
C -0.138 -4.123 2.840
O -0.682 -2.978 2.335
C 0.114 -2.305 1.347
C -0.649 -1.247 0.688
N -1.807 -1.811 -0.147
H -2.439 -2.414 0.359
H -2.481 -1.099 -0.389
C -1.463 -2.628 -1.414
C -0.535 -1.853 -2.340
O -0.989 -0.503 -2.497
C -0.145 0.163 -3.353
H 0.050 -4.905 2.104
H -0.935 -4.409 3.526
H 0.834 -4.009 3.321
H 0.327 -3.105 0.638
H 0.969 -1.758 1.743
H 0.056 -0.669 0.090
H -1.080 -0.576 1.430
H -2.397 -2.797 -1.951
H -1.124 -3.608 -1.080
H -0.677 -2.355 -3.297
H 0.520 -1.971 -2.095
H -0.507 0.053 -4.375
H 0.859 -0.252 -3.269
H -0.235 1.227 -3.131
B -2.465 1.694 -0.423
F -3.005 1.141 0.685
F -3.083 0.994 -1.491
F -2.634 3.036 -0.286
F -1.106 1.568 -0.456
B -0.115 2.446 2.790
F 0.581 2.962 3.890
F 0.534 1.359 2.216
F -1.331 1.931 3.228
F -0.479 3.424 1.837
B 3.071 0.857 -0.906
F 2.348 1.810 -1.472
F 2.322 0.370 0.114
F 3.189 -0.164 -1.756
F 4.350 1.193 -0.635
B 2.318 4.640 0.272
F 3.099 4.230 -0.725
F 2.800 5.784 0.895
F 0.982 4.900 -0.206
F 2.262 3.662 1.158
*
```


6.
The following is a DFT calculation (wB97M-V/def2-TZVPD) of a structure of composition C5H11NO.

The HOMO-LUMO gap is 10.508 eV. For the LUMO energy, the calculation gives 0.891 eV. The value obtained for the total energy is -327.032983 a.u. The energy relative to the best compared isomer or geometry (same formula, charge and spin) is 258.3 kJ/mol.

The geometry in ORCA input format:
```
! wB97M-V def2-TZVPD RIJCOSX def2/J DEFGRID3
* xyz 0 1
C -0.867 -1.092 -0.765
C -0.852 0.362 -0.327
C -1.869 0.657 0.779
N 0.519 0.819 0.167
C 1.633 -0.233 0.895
C 1.506 0.898 -0.786
O 1.567 0.272 -1.819
H -0.616 -1.715 0.097
H -1.852 -1.395 -1.132
H -0.124 -1.244 -1.551
H -1.158 0.978 -1.200
H -1.975 1.732 0.959
H -2.861 0.256 0.530
H -1.534 0.185 1.706
H 1.524 -0.027 1.943
H 1.437 -1.265 0.600
H 2.735 -0.136 0.694
H 2.267 1.609 -0.434
*
```


7.
The following is a DFT calculation (wB97M-V/def2-TZVPD) of a cluster of 2 separate species, C15H16N3O2S2 in total.

The HOMO-LUMO gap is 3.167 eV. For the LUMO energy, the calculation gives 1.041 eV. The value obtained for the total energy is -1692.193229 a.u.

The geometry in ORCA input format:
```
! wB97M-V def2-TZVPD RIJCOSX def2/J DEFGRID3
* xyz -1 1
C -4.063 -0.474 -2.702
C -3.270 -1.761 -2.789
C -1.828 -1.616 -2.315
N -1.151 -0.390 -2.758
C 0.187 -0.204 -2.475
S 1.272 -0.718 -1.280
S 1.236 0.880 -3.243
C -1.941 0.865 -2.911
C -3.365 0.670 -3.400
H -5.057 -0.621 -3.128
H -4.196 -0.209 -1.648
H -3.748 -2.517 -2.169
H -3.279 -2.172 -3.799
H -1.786 -1.626 -1.212
H -1.219 -2.470 -2.652
H -1.956 1.368 -1.932
H -1.383 1.510 -3.607
H -3.359 0.538 -4.481
H -3.905 1.599 -3.220
N 4.660 -2.866 6.022
C 4.190 -2.082 5.289
C 3.590 -1.156 4.377
C 4.369 -0.471 3.430
C 3.749 0.360 2.512
C 2.346 0.544 2.479
C 1.789 1.345 1.405
C 0.489 1.767 1.306
N 0.035 2.699 0.364
O -1.217 2.926 0.322
O 0.864 3.321 -0.346
C 1.579 -0.130 3.474
C 2.198 -0.973 4.406
H 5.451 -0.579 3.446
H 4.349 0.958 1.836
H 2.500 1.691 0.650
H -0.238 1.381 2.014
H 0.512 0.079 3.552
H 1.596 -1.464 5.183
*
```


8.
The following is a DFT calculation (wB97M-V/def2-TZVPD) of an isolated molecule of C5H4FNO.

The HOMO-LUMO gap is 8.688 eV. For the LUMO energy, the calculation gives -0.119 eV. The value obtained for the total energy is -422.696290 a.u. The energy relative to the best compared isomer or geometry (same formula, charge and spin) is 233.6 kJ/mol.

The geometry in ORCA input format:
```
! wB97M-V def2-TZVPD RIJCOSX def2/J DEFGRID3
* xyz 0 1
C 1.486 -1.004 0.057
C 0.294 -0.478 0.053
C 0.031 0.947 -0.077
C -1.353 1.044 0.041
C -1.791 -0.337 -0.034
H 2.227 0.572 -0.170
H 1.640 -2.134 0.303
H 0.668 1.810 -0.184
H -2.027 1.987 0.349
N -0.861 -1.277 0.010
O 2.570 -0.279 -0.176
F -2.885 -0.850 -0.171
*
```


> What is the formula in the fifth record?

C6H16B4F16NO2Ti